# 1
Here is a molecular structure, C14H21Cl2NO4W from the Open Molecules 2025 dataset. Energies are from ωB97M-V with the def2-TZVPD basis set.

```
43
Properties=species:S:1:pos:R:3
C -1.66 0.67 -1.53
C -0.35 1.08 -1.84
C 0.31 1.47 -0.63
C 0.20 1.22 -3.21
C -0.65 1.35 0.45
C -1.89 0.86 -0.12
C -3.20 0.79 0.54
C -2.71 0.34 -2.53
C 1.62 2.14 -0.56
C -0.48 1.83 1.84
W -0.32 -0.82 -0.01
Cl 1.60 -1.32 -2.02
Cl -1.47 -2.40 -1.34
O -0.81 -1.15 1.65
H -0.14 0.40 -3.85
H 1.29 1.21 -3.21
H -0.13 2.16 -3.68
H 2.30 1.73 -1.30
H 2.06 2.00 0.43
H 1.52 3.23 -0.74
H 0.53 1.56 2.21
H -1.23 1.38 2.49
H -0.58 2.93 1.89
H -3.18 1.31 1.50
H -3.44 -0.32 0.74
H -3.99 1.19 -0.10
H -2.32 -0.31 -3.33
H -3.10 1.25 -3.01
H -3.56 -0.17 -2.05
H -2.31 -1.76 1.43
O -3.20 -1.78 0.96
H -3.02 -2.21 0.09
O 1.25 -3.42 0.53
C 1.94 -2.55 1.00
C 3.24 -2.74 1.80
C 3.69 -1.35 2.16
C 2.55 -0.45 1.68
O 2.48 0.74 1.99
N 1.68 -1.18 0.91
H 3.04 -3.35 2.69
H 3.98 -3.27 1.18
H 3.83 -1.22 3.24
H 4.61 -1.08 1.64
```

The calculation puts the molar mass at 522.07 g/mol. Its HOMO energy is -9.3 eV. For the LUMO energy, the calculation gives -0.0685 Ha. As for the orbital gap: 7.43 eV.

***

# 2
Here is 2 unconnected molecules or ions with the total composition C4H5ClN2O2 from the Open Molecules 2025 dataset. Energies are from ωB97M-V with the def2-TZVPD basis set.

```
14
Properties=species:S:1:pos:R:3
C -1.34 -1.44 -1.25
C 1.36 0.43 1.09
C 1.14 0.07 -0.34
C -1.16 -0.69 -0.11
N -1.55 -2.03 -2.20
N -1.42 0.70 -0.27
O -1.34 1.48 0.66
O -1.66 1.03 -1.38
Cl -0.97 -1.39 1.40
H 1.38 -0.38 1.65
H 2.36 0.83 1.07
H 0.68 1.21 1.53
H 1.74 -0.72 -0.80
H 0.77 0.89 -1.05
```

As for the energy above the lowest of the compared OMol25 structures with the same formula, charge and spin: 168.1 kcal per mole. The calculation puts the molar mass at 148.55 g/mol. Its HOMO energy (spin up / spin down) is -9.4 / -9.4 eV. For the LUMO energy (spin up / spin down), the calculation gives -0.0643 / -0.0644 Ha. As for the orbital gap (spin up / spin down): 7.68 / 7.68 eV.

***

# 3
Here is 2 unconnected molecules or ions with the total composition C2H7O2P from the Open Molecules 2025 dataset. Energies are from ωB97M-V with the def2-TZVPD basis set.

```
12
Properties=species:S:1:pos:R:3
C 1.00 -1.27 -1.13
C -1.61 0.65 1.17
O 1.27 1.03 0.19
O -0.68 0.48 2.04
P 0.32 0.37 -0.71
H 0.76 -1.83 -1.99
H 2.09 -1.34 -1.17
H 0.81 -1.76 -0.16
H -1.93 1.66 0.94
H -2.21 -0.31 1.05
H 0.02 1.15 1.63
H 0.17 1.16 -1.86
```

As for the energy above the lowest of the compared OMol25 structures with the same formula, charge and spin: 0.0 kcal per mole. The calculation puts the molar mass at 94.05 g/mol. As for the multiplicity: 3. Its HOMO energy (spin up / spin down) is -6.3 / -10.9 eV. For the LUMO energy (spin up / spin down), the calculation gives 0.0361 / -0.0641 Ha. As for the orbital gap (spin up / spin down): 7.25 / 9.13 eV.